{"formula": "C5H19N3O2", "method": "the ωB97M-V functional and the def2-TZVPD basis", "elements": ["H", "H", "H", "N", "H", "H", "H", "H", "H", "O", "H", "N", "H", "N", "C", "C", "O", "H", "H", "H", "C", "C", "H", "H", "H", "H", "C", "H", "H"], "positions_angstrom": [[-2.545, -0.787, -1.278], [4.050, -0.476, 0.163], [-1.648, -0.284, 3.596], [-2.009, -0.917, -0.525], [-0.731, -1.295, 3.586], [-1.912, 2.111, 0.954], [-1.400, -1.683, -0.813], [-2.648, -1.389, 0.265], [3.736, 0.844, -0.744], [-0.866, -0.534, 3.024], [-3.020, 1.639, -0.299], [3.406, -0.101, -0.539], [2.523, 2.429, 0.140], [1.711, 2.132, -0.517], [-0.374, 0.857, -0.992], [1.155, 0.929, -0.597], [0.123, -2.629, -0.755], [1.304, 2.956, -0.882], [3.606, -0.730, -1.411], [0.005, -3.049, 0.049], [1.901, -0.135, -0.401], [-1.274, 0.264, 0.032], [0.395, -3.375, -1.477], [1.570, -1.219, -0.214], [-0.843, 1.850, -1.201], [-0.338, 0.417, -2.008], [-2.407, 1.223, 0.473], [-0.623, 0.098, 0.977], [-2.847, 0.857, 1.396]], "forces_ev_per_angstrom": [[-3.0, 1.6, -3.7], [-0.6, 0.0, 0.6], [0.8, 0.8, -1.3], [1.2, -3.5, 6.4], [1.3, -1.1, -0.1], [-0.1, -0.5, -0.8], [0.9, -0.3, 0.1], [1.5, 1.5, -2.1], [0.0, 0.0, -0.3], [-2.1, 0.2, 1.5], [-0.7, -0.3, -0.5], [0.0, -1.1, -2.3], [-2.1, -1.3, -1.5], [3.1, 2.9, 1.6], [1.5, 1.3, -1.7], [-1.9, 0.5, -0.1], [1.2, -1.2, -5.3], [-0.7, 0.5, -0.5], [-0.2, 1.6, 1.7], [-0.2, -1.9, 2.5], [0.9, -4.5, 1.0], [-0.7, 0.8, 1.7], [-1.0, 2.5, 2.8], [0.3, 2.2, -0.7], [1.2, -0.3, 0.2], [-0.4, -0.4, 0.6], [2.6, 1.1, 2.0], [-1.6, -0.9, -1.6], [-1.0, -0.5, -0.5]], "total_charge": 2, "fmax_ev_per_a": 7.3, "homo_energy_ha": -0.581, "homo_lumo_gap_ha": 0.358, "energy_ev": -14040.94139, "relative_energy_kcal_mol": 58.7}